Molecular formula: C5H14O
Method: DFT, wB97M-V/def2-TZVPD

```
! wB97M-V def2-TZVPD RIJCOSX def2/J DEFGRID3
* xyz 0 1
H 1.9261 -0.1330 -1.3118
H 0.7860 -2.3304 -1.0672
C -0.7562 0.8029 1.5617
C 0.2015 -0.3624 1.7547
H -0.0818 -1.1784 -2.1858
H -0.6576 -1.5374 -0.5403
H 0.4602 0.6659 -0.7989
H -1.4077 0.9514 2.4311
C 1.0750 -0.2354 -0.6538
H 2.0058 0.5470 1.1346
H -2.0985 1.6024 -1.7520
H 2.0601 -1.1693 1.0430
H -1.4247 0.6286 0.7343
H -1.4908 1.9280 -3.0911
O -2.2143 1.4292 -2.6948
H -0.2594 1.7690 1.3872
C 0.2278 -1.3975 -1.1632
C 1.4164 -0.3129 0.8189
H -0.3465 -1.3017 1.6218
H 0.5786 -0.3661 2.7718
*
```

energy: -7459.56548 eV
LUMO: 0.82 eV
ΔE to the lowest compared entry with this formula, charge and spin: 0.2199 eV


Molecular formula: C2H6N2O
Method: DFT, wB97M-V/def2-TZVPD

```
! wB97M-V def2-TZVPD RIJCOSX def2/J DEFGRID3
* xyz 0 1
N -0.8207 -0.1348 -0.1878
H 1.3106 1.3488 0.3560
H -2.2307 -0.1707 1.3773
C 0.5489 -0.3327 -0.5698
C -1.2419 -0.5539 1.0609
H -1.2862 0.5995 -0.7024
H 1.1746 1.5386 -1.2510
N 1.4074 0.8631 -0.5249
H 0.6998 -0.9134 -1.4855
H 1.0438 -0.9395 0.1828
O -0.6056 -1.3049 1.7444
*
```

energy: -7198.91842 eV
LUMO: 0.87 eV
ΔE to the lowest compared entry with this formula, charge and spin: 0.8691 eV


Molecular formula: C2H4N3P
Method: DFT, wB97M-V/def2-TZVPD

```
! wB97M-V def2-TZVPD RIJCOSX def2/J DEFGRID3
* xyz 0 1
H -2.4773 -0.7587 -0.9283
N 2.0903 0.6243 0.0786
C -0.0467 0.2274 -0.0766
H 2.6986 -1.2947 0.0337
H 0.6864 2.1293 0.2398
N 0.4990 -0.9491 -0.1216
N 0.8672 1.2027 -0.0336
P -2.9022 0.2071 -0.0602
H -3.2494 -0.7370 0.8666
C 1.8341 -0.6514 0.0016
*
```

energy: -15893.67951 eV
LUMO (alpha / beta): -1.56 / -1.60 eV
ΔE to the lowest compared entry with this formula, charge and spin: 3.4472 eV


Molecular formula: C4H10Si
Method: DFT, wB97M-V/def2-TZVPD

```
! wB97M-V def2-TZVPD RIJCOSX def2/J DEFGRID3
* xyz 0 1
H -3.0454 -1.3659 0.3730
H -1.8038 -1.8425 1.3762
C -1.2047 0.0088 0.0783
H -1.3885 0.6805 -0.8064
C -0.2467 0.4851 0.8549
H 1.5530 1.5851 0.4808
C -1.9679 -1.2868 0.3938
H 0.3187 2.4023 1.4401
H 3.6216 -1.8603 -2.1947
C 0.4518 1.7389 0.6894
H 1.8106 -0.2372 -2.1530
H 0.2036 2.1293 -0.2196
H 0.1085 0.0745 1.7265
H -1.7327 -2.1511 -0.2710
Si 3.3220 -0.3608 -1.7683
*
```

energy: -12183.34348 eV
LUMO: -1.12 eV
ΔE to the lowest compared entry with this formula, charge and spin: 2.8575 eV


Molecular formula: C24H15BrCoF4N2O2PS4
Method: DFT, wB97M-V/def2-TZVPD

```
! wB97M-V def2-TZVPD RIJCOSX def2/J DEFGRID3
* xyz -1 4
S 0.1788 -1.9322 -2.3081
H -3.7988 -1.2778 3.6827
H -4.0329 0.1178 5.7132
O 2.3127 -0.9391 0.6121
F -4.2826 3.6282 -2.0463
C -1.8043 1.3090 2.7825
H 3.1567 4.6150 0.7923
C -2.6565 5.4307 0.5914
F -1.1653 4.7779 2.2322
C -1.8443 3.1506 0.6277
C 0.9919 -1.2908 6.2541
Br -2.7513 1.1573 -1.2198
C -2.6777 2.8727 -0.4609
Co 0.4842 0.0406 0.2645
C -3.4576 5.1438 -0.4876
H 2.3219 -1.9593 7.8002
H 3.8695 -2.0365 3.7927
H 4.0524 4.1796 3.0605
C 0.8156 -1.0656 4.8919
C 2.6026 3.9956 1.4861
F -4.2272 6.1042 -1.0177
H 2.8139 2.6885 4.6028
C -3.4119 0.4536 4.8917
S 0.1115 -0.0822 -3.2098
P -0.8055 1.7813 1.3222
O 0.4727 -0.6076 2.2763
C 3.2270 -2.0539 5.8503
C -3.4752 3.8651 -1.0073
C -2.4778 0.0930 2.7011
C 3.0710 -1.8327 4.4912
H -0.1172 -0.6942 4.4900
H 0.1745 -1.0771 6.9318
S 0.7919 1.1902 -1.7051
H -2.3468 -0.5365 1.8263
C -3.2827 -0.3287 3.7528
C -1.8683 4.4306 1.1411
H -2.8367 2.2805 5.8667
N 2.6038 -1.2533 1.7975
C 2.4113 2.9168 3.6236
S -0.9519 -1.6762 -0.5968
C 1.1996 2.3596 3.2347
C -2.7411 1.6678 4.9790
C 1.8616 -1.3347 4.0279
C 2.1916 -1.7830 6.7400
H 1.0322 3.5968 0.0814
F -2.6566 6.6630 1.1164
C 1.3975 3.4336 1.0908
C 3.1081 3.7456 2.7560
C 0.6725 2.6340 1.9760
H 0.6767 1.6898 3.9042
H -1.4306 3.0470 3.9943
C -1.9454 2.0966 3.9244
N 1.6419 -1.0739 2.6282
H 4.1692 -2.4430 6.2161
*
```

energy: -203376.54768 eV
LUMO (alpha / beta): 2.31 / 2.30 eV
ΔE to the lowest compared entry with this formula, charge and spin: 0.1328 eV


Molecular formula: C23H31N3O3S
Method: DFT, wB97M-V/def2-TZVPD

```
! wB97M-V def2-TZVPD RIJCOSX def2/J DEFGRID3
* xyz 0 1
H 4.7829 1.1331 0.9610
H 3.9280 -0.1193 0.0502
H 1.0343 2.2386 3.2317
H -3.7109 -1.4756 2.4471
N -3.0150 -0.5623 -0.5595
C 0.1217 -1.7338 3.4601
O -1.7165 -0.8298 -2.8374
C 0.2256 0.3862 -1.9797
C 6.7435 1.6308 -0.9439
C 0.1219 1.2010 0.2987
C -1.2034 -1.4477 3.1764
C 0.3842 -2.5622 1.2152
C -1.7372 -0.0073 -0.6471
C 0.8235 1.0341 -0.9083
H 7.4541 0.8715 -0.6261
H -1.8383 -1.0182 3.9401
H -0.1253 -1.2035 -4.1118
C -1.1605 0.6960 0.4054
C 4.8850 0.3804 0.1807
C -0.9406 -2.2827 0.9355
C -1.3179 0.4283 -4.9018
N -3.0684 -1.3388 1.6774
H 0.9142 -2.3982 5.3264
C -1.0502 -0.1416 -1.8639
H -1.3556 -2.5301 -0.0280
C -0.7753 3.2123 2.5793
H 5.4088 0.2448 -1.8957
H 5.6091 -0.3586 0.5164
C -3.6944 -1.0479 0.5039
C 0.9183 -2.2792 2.4584
H -3.5153 -0.6130 -1.4387
H 0.7982 0.2883 -2.8852
N 2.1188 1.5512 -0.9627
H -1.7375 0.8335 1.3032
H 2.3948 1.9944 -0.0969
S -5.3352 -1.2508 0.4010
H -0.2899 1.1104 2.8782
C 3.0342 1.4743 -1.9666
O 2.8313 0.9463 -3.0401
H 6.7189 2.4143 -0.1890
H 4.2526 2.8637 -0.8389
C -1.7363 -1.6924 1.9120
C -1.1738 -0.8871 -4.1447
H -2.3633 0.7259 -4.9355
H -1.7577 -1.6692 -4.6380
C 0.1976 2.0374 2.5556
O 0.8075 1.8551 1.2928
H 1.9568 -2.4933 2.6631
C 4.3699 2.0971 -1.6065
C 0.6952 -1.4600 4.8173
H 1.6270 -0.9035 4.7323
H -0.7468 1.2173 -4.4195
H 0.0006 -0.8913 5.4305
H -1.5984 3.0526 1.8880
H 7.0991 2.0625 -1.8763
H 4.7726 2.5590 -2.5093
H -1.1746 3.3344 3.5822
H -0.9536 0.3030 -5.9173
C 5.3562 1.0194 -1.1237
H -0.2603 4.1257 2.2916
H 1.0030 -3.0092 0.4520
*
```

energy: -45803.43025 eV
LUMO: 0.49 eV
ΔE to the lowest compared entry with this formula, charge and spin: 0.6172 eV


Molecular formula: C28H42BrN2OSi3Ti
Method: DFT, wB97M-V/def2-TZVPD

```
! wB97M-V def2-TZVPD RIJCOSX def2/J DEFGRID3
* xyz 1 1
H 1.8724 -0.7252 -7.9249
H -0.1854 3.2701 -1.1092
Si 0.2712 1.0758 2.6691
H 1.6651 -1.0188 -3.6596
H 4.6527 -1.2849 0.7768
H -1.4522 2.7102 1.8778
H 2.9960 -3.5278 1.3182
Br -0.9673 -2.7913 -0.5254
C -0.9616 -0.6706 -3.4101
H -1.4033 2.6004 3.6299
C -0.0829 -0.5369 -7.0675
C -2.4467 -0.8521 -3.4256
H 1.8067 -3.9247 2.5496
H -2.1024 -1.5776 5.1344
H 2.5357 1.7258 1.8116
H 1.5977 1.9102 4.5350
C 2.6269 -0.7169 0.3688
H -0.1731 -3.6174 3.8236
C -3.2525 1.1372 -0.2144
H 3.8937 -1.6726 3.0456
C 1.1862 -0.8697 -4.6191
C -0.1988 -0.6910 -4.6667
N 1.8036 -0.0486 -0.4690
H 2.9956 -1.0458 -5.7463
H -0.4179 -1.0675 5.1866
H 1.5752 1.1261 -2.1524
Ti -0.3005 -0.4885 -0.1441
H -0.7977 -3.9933 2.2080
H 4.0089 1.2280 -2.6389
H -3.6737 -1.9122 2.8973
H 1.3103 -3.7686 0.8573
H -2.7367 -1.6454 -4.1126
C -3.4324 2.4360 -0.6467
C 1.9260 -0.8888 -5.7853
C -1.3541 -0.9516 4.6383
C -1.0795 2.7074 -0.8646
C 1.2929 -0.7144 -7.0115
C -2.5299 4.6786 -1.4206
C 3.9943 -0.7370 0.1158
H 2.6204 -1.5549 4.2478
H 3.1896 -0.0931 3.4266
H -3.1502 -1.7774 1.2175
H 5.5752 -0.0383 -1.1554
C 0.0913 -0.6730 1.8632
H -2.9210 0.0739 -3.7625
O -0.3733 -0.4936 -2.3393
Si -1.2728 -1.5965 2.8770
H -1.9015 -0.4055 -5.9550
H -4.0936 0.5065 0.0390
H -0.5749 -0.4053 -8.0214
H 1.2902 2.3173 0.7088
H -1.6862 0.0838 4.7263
H -2.7921 -1.0814 -2.4205
H -1.8662 4.9256 -2.2487
C 1.9594 -3.3632 1.6291
C -0.8289 -0.5386 -5.9022
C 1.5266 2.1428 1.7559
H -2.2344 1.3616 2.7022
C 2.9651 -1.1504 3.2945
H 1.5584 3.1138 2.2593
C -2.3414 3.2561 -0.9739
H 0.0628 1.2858 5.1341
H -4.4347 2.8371 -0.7442
C -1.9479 0.6738 -0.1089
N -0.9281 1.4492 -0.4369
C 4.5101 -0.0401 -0.9636
C -3.0127 -1.3675 2.2162
H -1.8977 -3.8242 3.5695
C -0.9835 -3.4293 3.1165
H 1.3868 0.1846 4.7966
H -3.3369 -0.3265 2.2219
Si 1.7797 -1.5257 1.8971
C -1.3616 2.0118 2.7108
C 0.8870 1.0832 4.4503
H -2.3095 5.3699 -0.6058
H -3.5555 4.8547 -1.7390
C 3.6444 0.6638 -1.7921
C 2.2952 0.6225 -1.5198
*
```

energy: -151536.66826 eV
LUMO: -3.38 eV
ΔE to the lowest compared entry with this formula, charge and spin: 0.0000 eV


Molecular formula: C20H15F9HfO2S
Method: DFT, wB97M-V/def2-TZVPD

```
! wB97M-V def2-TZVPD RIJCOSX def2/J DEFGRID3
* xyz 4 1
C 2.5015 0.7628 -2.6924
H -1.9924 0.9657 -1.8953
O 4.0782 -1.9655 1.0498
C -0.5723 2.4104 -0.2829
C 1.3988 -1.4211 2.4059
C 3.2254 -1.5670 -3.2480
H -0.2703 3.3128 -0.8402
O 2.6856 2.4315 -0.1779
C 2.6614 0.3468 -1.3645
H -0.1252 1.5604 -0.8204
C 3.1116 -1.0501 -0.9501
H 3.6963 -2.9977 -1.6642
C 2.0254 -0.7117 1.3703
C 2.7742 -0.1601 -3.6625
H 2.1460 1.7811 -2.8815
C -2.1331 2.3706 -0.2299
H -0.7369 2.9800 1.8418
F -4.4428 -0.2396 -1.1714
F -2.6573 -3.7267 1.6405
H -1.0086 1.0366 3.1691
H 3.4038 -2.2804 -4.0694
H -3.5294 1.7844 -1.8331
H 2.6590 0.1310 -4.7155
H 0.8373 3.3653 1.1407
F -0.9164 -2.7999 0.5904
C -0.1155 0.5450 2.6728
Hf 0.2934 0.7547 5.1108
H 1.7237 -2.4338 2.6559
S -2.5295 -2.4999 0.6611
F -2.2372 -1.4660 -1.7281
H -0.1814 -1.3896 3.8494
C -3.3615 0.1074 -0.4503
F -2.6754 -3.4909 -0.5757
C 0.0443 2.6078 1.1647
F -4.0888 -2.3423 0.6577
C 2.3474 1.2832 -0.1735
C 0.3415 -0.8134 3.0560
C 0.5164 1.2463 1.6289
H -2.4310 2.2721 0.8214
C -2.7545 1.3425 -1.1946
C 1.6074 0.5853 0.9878
F -2.3241 -1.5634 1.9609
C -2.2743 -1.0139 -0.4759
C 3.1878 -1.3304 0.5668
C 3.3848 -1.9752 -1.9082
F -3.8087 0.4194 0.7838
F -1.0081 -0.5336 -0.2400
H -2.4764 3.3690 -0.5410
*
```

energy: -61618.92821 eV
LUMO: -18.94 eV


Molecular formula: C7H9F2NO
Method: DFT, wB97M-V/def2-TZVPD

```
! wB97M-V def2-TZVPD RIJCOSX def2/J DEFGRID3
* xyz 0 1
C 2.5234 -1.2744 2.1616
N -1.8538 1.0945 -1.1690
C -2.3221 0.5542 -2.4671
H 3.2941 -1.4075 2.8750
C 1.7856 -0.0905 2.1060
H -3.1943 1.1815 -2.7384
H 2.2175 -3.1226 1.0305
F -0.0022 1.8964 1.0408
H -1.6664 0.6168 -3.2863
H -0.6130 -0.4640 -1.1657
H -1.9281 2.1590 -1.2695
C 0.8777 -0.2521 1.0977
H 0.3421 0.8517 -1.4256
H -2.4744 -0.4540 -2.3769
H 2.1307 0.7548 2.4563
C -0.2261 0.6317 0.7024
O 0.9940 -1.4956 0.6052
F -1.3152 0.3068 1.4517
C 2.0384 -2.0700 1.2147
C -0.6078 0.5834 -0.8434
*
```

energy: -16375.48777 eV
LUMO: 0.92 eV
ΔE to the lowest compared entry with this formula, charge and spin: 0.0000 eV


Molecular formula: C32H31N4O3PdSTe
Method: DFT, wB97M-V/def2-TZVPD

```
! wB97M-V def2-TZVPD RIJCOSX def2/J DEFGRID3
* xyz 0 2
C -3.1241 0.6914 -2.6352
C 2.6251 4.2327 4.9231
H -3.2920 -0.0142 -3.4539
C 3.0767 -0.2108 -3.5402
H 4.4293 1.1115 -0.9264
H -5.0731 -0.4691 2.7971
C 1.3294 -5.1162 -1.0620
O 2.5463 -2.6526 -0.1796
C 1.2248 -5.2226 -3.8299
C -2.5486 3.7886 -1.1609
H 4.2957 1.3449 2.9687
H 1.4858 -3.0954 -3.7672
O 2.7528 1.5464 1.1110
C -2.8666 3.2608 0.0795
H 1.0581 -7.2400 -1.1187
C 3.9241 -1.2628 -3.3942
C 1.0965 -6.3879 -3.0886
H -3.2145 -1.8099 2.1028
H -1.0613 3.9280 -2.7102
C -1.1623 -2.6608 0.6583
C -5.3062 -0.1022 1.7977
C 3.8536 3.7366 5.3383
H -5.5083 0.9685 1.8670
C -2.1497 -1.5989 0.2631
H -1.5903 1.1938 2.4948
H 2.3377 -0.1078 -4.3211
H 0.5888 2.5312 -1.4588
C -0.3864 2.7637 -1.0461
H -2.1779 1.1984 -2.8298
H 4.3411 4.1645 6.2041
C 4.1061 0.4487 -1.7179
H 1.4037 -5.0628 0.0165
H 0.9628 -7.3380 -3.5900
C -4.1264 0.2446 -0.3985
H -0.1802 -2.2436 0.8822
C -1.9642 2.4738 0.7945
C 1.4276 -3.9394 -1.7979
C 2.6204 2.6569 3.1471
Pd 1.9597 0.0320 -0.3615
H -3.2786 1.3354 2.0234
C -0.7315 2.2664 0.1977
C 3.8465 2.1493 3.5318
N 0.7334 2.1186 1.9522
H -3.9250 1.4297 -2.6682
H -1.5193 -3.1962 1.5381
H 4.0009 -2.1482 -4.0027
H -1.0295 -3.3821 -0.1512
C 1.3815 -4.0036 -3.1859
C 1.6656 -2.6532 -1.0552
H -2.4840 2.6699 2.8678
O 0.2563 1.4798 0.8345
C -4.1825 -0.3859 0.8375
H 2.1582 5.0480 5.4585
Te -0.6441 -1.3468 -2.4569
C 1.1484 -6.3323 -1.7019
C -2.3421 1.8843 2.1234
H -4.8993 0.9570 -0.6713
N 3.1882 0.7741 -2.5941
C -3.1030 -0.0096 -1.3031
H -3.2756 4.3913 -1.6898
C -2.1006 -0.9335 -0.9677
H -3.8443 3.4453 0.5099
C -3.1843 -1.2958 1.1473
C 4.4615 2.6994 4.6458
H 1.0381 4.0660 3.4721
H -6.2303 -0.5851 1.4731
C -1.3093 3.5336 -1.7339
N 0.9890 -1.5251 -1.3190
H 5.4184 2.3146 4.9708
S 4.9019 -1.0390 -2.0156
N 1.9924 2.0615 1.9709
H 1.1974 -5.2624 -4.9115
C 1.9913 3.6924 3.8157
*
```

energy: -67393.74572 eV
LUMO (alpha / beta): -0.50 / -0.51 eV
ΔE to the lowest compared entry with this formula, charge and spin: 0.0000 eV


Molecular formula: C4H20BCs2N8O4
Method: DFT, wB97M-V/def2-TZVPD

```
! wB97M-V def2-TZVPD RIJCOSX def2/J DEFGRID3
* xyz 0 2
N 1.5948 2.4712 2.0325
C 2.3641 -0.9024 -0.6723
H 0.3005 -1.5615 -3.0813
N 2.8383 -1.3824 -1.7484
H 0.0255 -1.6636 0.3805
N -0.3522 -2.5284 0.7405
N 1.4442 -0.0438 -1.0191
H -2.0246 0.6247 -2.8673
Cs -0.0569 2.9405 -2.1937
B -0.6734 0.9732 0.6399
H -0.5960 -3.1228 -2.6875
H -1.8673 -1.3151 3.0824
H -0.6044 1.9999 0.3152
H -0.0651 -3.4511 0.4467
Cs -3.8380 0.5912 -0.4790
H 3.4585 -2.1768 -1.6816
H -1.3704 0.9142 1.4615
O 1.6247 4.4126 3.2095
H 1.4826 0.3676 -1.9408
H 0.2935 0.7028 1.0350
C -1.6025 -1.4359 -2.6738
H -0.4833 0.0531 -3.3562
O -2.7286 -1.8076 -2.4212
N -1.3724 -0.1447 -2.9199
H -0.4178 2.3017 2.3903
H 2.3947 -0.9865 -2.5648
H -0.5553 -0.7087 1.9929
O -2.0695 -3.3802 1.8314
N -0.5089 -2.1494 -2.9423
H 1.0192 1.6798 1.7827
H -0.7906 3.9204 3.1308
C 1.0755 3.4369 2.7413
N -1.1874 -1.4147 2.3422
H 0.6232 0.1243 -0.4555
N -0.1762 3.2112 2.7571
H 2.3236 2.7754 1.4029
O 2.6516 -1.1033 0.4723
H -0.9103 0.2702 -0.1436
C -1.2634 -2.4920 1.6606
*
```

energy: -26352.32485 eV
LUMO (alpha / beta): -0.86 / -0.87 eV


Molecular formula: C5H15NO5
Method: DFT, wB97M-V/def2-TZVPD

```
! wB97M-V def2-TZVPD RIJCOSX def2/J DEFGRID3
* xyz 0 1
H 2.7780 -0.9558 1.5342
H -1.3444 0.3495 1.5837
H -3.3444 2.6311 1.1435
H -0.5674 -1.4434 -2.8913
C -0.8938 -2.1225 -2.0722
O 1.5943 0.5294 0.4843
H 3.2570 1.8396 -0.8187
H 0.9098 -1.4601 -0.7815
O -2.6056 0.3242 -1.8309
C -0.2551 -1.6504 -0.7679
O 3.8835 1.7226 -0.0883
C -0.7838 -0.1507 -0.4868
C 0.7031 0.5054 1.3020
H -2.7232 -0.8507 -0.2944
H -0.6982 -3.1967 -2.3254
H 3.2392 -1.9676 2.3387
H 0.0541 0.5786 -1.0365
H -0.4721 -2.2435 0.0703
O 2.4581 -1.8285 1.6608
N -0.6082 0.2259 1.0161
H 0.8440 0.7929 2.4858
O -2.3706 2.3826 1.1323
C -2.1524 -0.2479 -0.9170
H -2.0354 -2.3337 -2.0201
H 3.2011 1.2238 0.5239
H -2.2265 2.4087 0.1615
*
```

energy: -17153.25065 eV
LUMO: 0.41 eV
ΔE to the lowest compared entry with this formula, charge and spin: 3.2763 eV